112
Properties=species:S:1:pos:R:3 method="wB97M-V/def2-TZVPD" e_homo_ev=-10.71 total_charge=+1
C -4.60 5.50 -3.93
C -4.08 4.68 -2.70
P -2.23 4.62 -2.89
C -1.91 3.22 -4.06
C -1.39 4.21 -1.19
C -0.85 5.59 -0.74
F -1.91 6.42 -0.94
F -0.65 5.70 0.57
C 0.32 6.20 -1.55
F 0.04 7.44 -1.88
F 0.69 5.46 -2.60
C -2.46 3.85 -0.14
C -3.11 2.53 -0.45
N -2.25 1.53 -1.12
C -2.38 0.17 -0.58
C -2.85 -0.77 -1.74
O -2.63 -0.46 -2.85
C -0.99 1.88 -1.39
N -0.20 0.88 -1.93
N -0.47 3.08 -1.27
C 0.83 3.13 -0.60
C 0.82 3.05 0.96
C 1.99 2.17 1.44
C 2.48 2.78 2.75
O 3.73 2.20 3.14
H -5.48 6.05 -3.61
H -3.83 6.21 -4.23
H -4.83 4.84 -4.76
H -4.38 5.24 -1.82
H -4.53 3.69 -2.77
H -2.16 3.59 -5.05
H -0.85 2.94 -4.05
H -2.51 2.33 -3.83
H 1.19 6.27 -0.88
H -3.23 4.61 -0.06
H -2.02 3.76 0.85
H -3.47 2.12 0.49
H -4.02 2.65 -1.04
H -1.47 -0.21 -0.11
H -3.17 0.08 0.16
H -3.42 -1.69 -1.50
H -0.30 0.75 -2.93
H 0.34 0.25 -1.38
H 1.46 3.96 -0.88
H 1.40 2.26 -0.92
H -0.13 2.71 1.38
H 1.06 4.05 1.32
H 2.85 2.26 0.77
H 1.68 1.14 1.63
H 1.72 2.72 3.55
H 2.68 3.85 2.62
H 4.17 2.88 3.66
C -7.55 -1.11 1.02
C -8.10 -2.46 0.55
C -6.90 -3.29 0.07
S -5.49 -2.72 1.00
O -4.54 -2.09 0.09
O -5.07 -3.74 1.93
C -6.34 -1.43 1.90
H -8.30 -0.54 1.57
H -7.24 -0.51 0.16
H -8.59 -2.97 1.38
H -8.83 -2.34 -0.25
H -7.04 -4.35 0.26
H -6.69 -3.13 -0.99
H -5.68 -0.58 2.05
H -6.65 -1.84 2.86
C 5.95 -0.83 0.63
C 6.72 -0.84 -0.70
C 6.18 0.32 -1.55
S 5.59 1.56 -0.39
O 4.15 1.68 -0.54
O 6.45 2.71 -0.44
C 5.93 0.62 1.09
H 6.41 -1.48 1.37
H 4.93 -1.18 0.46
H 7.79 -0.68 -0.50
H 6.62 -1.79 -1.22
H 6.96 0.76 -2.17
H 5.34 0.00 -2.16
H 5.17 0.83 1.84
H 6.91 0.93 1.46
C 7.37 -5.86 -3.94
C 6.04 -6.54 -3.56
C 5.78 -6.23 -2.08
S 6.58 -4.66 -1.74
O 7.65 -4.88 -0.81
O 5.57 -3.65 -1.52
C 7.28 -4.44 -3.37
H 7.52 -5.85 -5.02
H 8.20 -6.40 -3.48
H 5.24 -6.13 -4.17
H 6.08 -7.61 -3.74
H 4.72 -6.14 -1.87
H 6.22 -6.98 -1.43
H 8.25 -3.95 -3.29
H 6.59 -3.83 -3.95
C -2.26 -4.29 6.40
C -1.43 -4.42 5.12
C -1.95 -3.39 4.12
S -2.63 -2.05 5.11
O -4.05 -1.99 4.88
O -1.79 -0.88 4.97
C -2.34 -2.80 6.70
H -1.83 -4.85 7.23
H -3.27 -4.69 6.23
H -0.38 -4.22 5.35
H -1.48 -5.43 4.71
H -1.16 -2.99 3.49
H -2.76 -3.79 3.51
H -3.14 -2.53 7.38
H -1.39 -2.42 7.07

13
Properties=species:S:1:pos:R:3 method="wB97M-V/def2-TZVPD" e_homo_ev="-6.56 / -7.88" multiplicity=3
O 2.36 -0.37 -0.29
C 2.70 -0.10 0.92
H 1.49 -0.97 -0.30
H 1.97 0.63 1.36
C -0.14 -1.21 0.79
C -0.63 -0.24 1.59
C -1.25 1.03 1.01
O -1.52 0.96 -0.34
Yb -1.30 -0.92 -1.35
H -0.54 -0.24 2.69
H 0.67 -1.87 1.27
H -0.58 1.88 1.26
H -2.17 1.23 1.61

9
Properties=species:S:1:pos:R:3 method="wB97M-V/def2-TZVPD" e_homo_ev=-15.86 total_charge=+1 relative_energy_kcal_mol=91.6
C -0.62 -0.32 0.25
N -0.06 0.91 0.08
N 1.36 1.58 0.71
C 0.26 2.17 0.25
Cl -0.33 3.85 0.07
H -1.40 -0.39 -0.59
H -0.05 -1.08 -0.23
H -0.96 -0.64 1.24
H 2.17 1.09 0.35

68
Properties=species:S:1:pos:R:3 method="wB97M-V/def2-TZVPD" e_homo_ev="-13.49 / -13.50" total_charge=+2 relative_energy_kcal_mol=58.8 multiplicity=2
Ir 1.03 0.04 0.58
C -1.95 -1.88 -0.94
C -2.42 -1.47 0.46
C -2.54 0.05 0.66
Sb -1.68 0.67 2.56
C -2.81 2.43 2.96
C -2.32 3.72 2.75
C -3.12 4.81 3.05
C -4.40 4.62 3.57
C -4.88 3.34 3.79
C -4.08 2.24 3.49
C 0.10 1.71 1.71
C 0.07 2.37 0.46
C 1.07 3.30 0.13
C 2.09 3.58 1.03
C 2.12 2.94 2.27
C 1.16 2.00 2.60
Sb -0.09 -0.98 -1.56
C -0.77 0.25 -3.13
C -0.40 1.58 -3.27
C -0.90 2.32 -4.34
C -1.77 1.72 -5.24
C -2.14 0.39 -5.09
C -1.64 -0.35 -4.04
C 1.09 -2.46 -2.46
C 1.19 -2.52 -3.85
C 2.02 -3.48 -4.42
C 2.75 -4.34 -3.61
C 2.66 -4.26 -2.23
C 1.82 -3.32 -1.65
H -2.66 -1.57 -1.70
H -1.81 -2.96 -1.00
H -1.75 -1.91 1.19
H -3.39 -1.94 0.64
H -3.57 0.41 0.63
H -2.00 0.60 -0.12
H -1.33 3.88 2.36
H -2.75 5.81 2.89
H -5.01 5.47 3.83
H -5.87 3.19 4.20
H -4.46 1.24 3.68
H -0.79 2.27 -0.18
H 1.02 3.82 -0.82
H 2.85 4.30 0.78
H 2.90 3.19 2.98
H 1.20 1.51 3.57
H 0.29 2.04 -2.58
H -0.62 3.35 -4.46
H -2.16 2.30 -6.07
H -2.82 -0.07 -5.80
H -1.93 -1.39 -3.93
H 0.64 -1.84 -4.48
H 2.09 -3.55 -5.49
H 3.41 -5.07 -4.07
H 3.23 -4.94 -1.61
H 1.75 -3.26 -0.57
S 0.75 -1.94 1.69
C 2.31 -2.46 2.14
C 2.45 -3.62 2.93
C 3.70 -4.02 3.31
C 4.85 -3.27 2.94
C 4.73 -2.16 2.16
C 3.44 -1.74 1.74
S 3.28 -0.40 0.72
H 1.57 -4.18 3.22
H 3.82 -4.92 3.90
H 5.83 -3.58 3.27
H 5.60 -1.59 1.86

45
Properties=species:S:1:pos:R:3 method="wB97M-V/def2-TZVPD" e_homo_ev=-9.28 relative_energy_kcal_mol=119.4
O 0.89 3.09 -2.65
C 1.30 2.15 -2.04
O 1.19 2.07 -0.64
P -0.07 0.99 -0.12
Br -1.77 -0.49 0.45
C 2.04 0.96 -2.74
C 3.31 1.25 -3.43
C 3.99 0.12 -4.08
C 3.48 -1.25 -4.03
C 2.22 -1.55 -3.34
C 1.53 -0.41 -2.72
H 0.79 -0.15 -0.13
H -0.17 1.66 1.13
H -0.88 1.32 -1.26
H 3.77 2.26 -3.48
H 4.93 0.36 -4.63
H 4.01 -2.10 -4.51
H 1.78 -2.56 -3.25
H 0.57 -0.66 -2.20
C -4.07 -5.33 -0.03
C -5.24 -4.83 0.79
C -4.84 -3.39 1.07
O -4.04 -2.96 -0.04
C -3.70 -4.10 -0.84
H -4.30 -6.20 -0.65
H -3.24 -5.60 0.64
H -6.15 -4.85 0.18
H -5.43 -5.41 1.70
H -4.22 -3.32 1.98
H -5.70 -2.73 1.19
H -4.29 -4.05 -1.76
H -2.64 -4.06 -1.09
C 2.08 4.59 3.85
C 2.81 4.12 2.61
C 2.22 2.74 2.39
O 0.87 2.78 2.89
C 0.70 3.99 3.64
H 2.06 5.67 3.98
H 2.54 4.15 4.74
H 2.56 4.77 1.77
H 3.90 4.11 2.72
H 2.77 1.98 2.96
H 2.21 2.45 1.34
H 0.07 4.67 3.05
H 0.19 3.77 4.58

21
Properties=species:S:1:pos:R:3 method="wB97M-V/def2-TZVPD" e_homo_ev=-13.57 total_charge=+1 relative_energy_kcal_mol=50.6
C 1.79 -1.50 0.34
C 0.80 -0.54 -0.32
C -0.65 -1.02 -0.14
N -1.48 0.17 0.02
C -2.92 0.03 0.06
C -0.85 1.25 0.21
N 0.88 0.75 0.33
C 1.82 1.71 -0.17
H 1.61 -1.55 1.41
H 2.81 -1.17 0.18
H 1.68 -2.50 -0.08
H 1.04 -0.45 -1.39
H -1.00 -1.60 -1.00
H -0.76 -1.63 0.75
H -3.20 -0.96 -0.30
H -3.28 0.14 1.08
H -3.39 0.79 -0.56
H -1.17 2.25 0.41
H 2.81 1.29 0.01
H 1.74 2.63 0.40
H 1.72 1.91 -1.24

| no. | energy (Eh) |
| --- | --- |
| 1 | -4466.51378 |
| 2 | -1464.89940 |
| 3 | -647.85793 |
| 4 | -2656.08158 |
| 5 | -3802.20449 |
| 6 | -345.61532 |